Run i
This record from the OMol25 dataset describes 2 unconnected molecules or ions with the total composition C4H12N2O2. The level of theory is wB97M-V/def2-TZVPD.

XYZ file:
```
20
C4H12N2O2 | the OMol25 dataset | wB97M-V/def2-TZVPD
N 0.755 0.197 0.881
C 0.143 0.735 -0.370
C 0.086 -0.298 -1.488
C 1.339 -0.888 -2.034
O 1.326 -1.955 -2.543
C -1.260 1.514 -0.186
N -1.412 2.379 0.985
H 0.107 0.419 1.656
H 0.970 -0.717 0.781
H 0.815 1.492 -0.726
H -0.421 0.308 -2.286
H -0.714 -1.133 -1.248
H 2.086 -0.209 -2.186
H -1.351 2.233 -1.155
H -2.103 0.937 -0.434
H -1.744 3.194 0.596
H -0.668 2.560 1.580
H 0.787 -4.322 2.479
H 0.271 -2.988 3.014
O 0.989 -3.458 2.683
```

The LUMO energy is 0.7 eV. The SMILES is NC[C@@H](N)CC=O.O. The charge is 0. The calculation puts the gap between HOMO and LUMO at 9.958 eV.


Run ii
This record from the OMol25 dataset describes 2 unconnected molecules or ions with the total composition C4H12N2O2. The level of theory is wB97M-V/def2-TZVPD.

XYZ file:
```
20
C4H12N2O2 | the OMol25 dataset | wB97M-V/def2-TZVPD
N 0.267 1.237 -1.795
C 1.149 1.184 -0.606
C -0.045 0.800 0.397
N 0.038 -0.310 1.145
C -0.774 -0.326 2.341
C 0.553 -1.630 0.594
O -0.959 1.639 0.563
H -0.396 2.027 -1.691
H 0.786 1.428 -2.697
H 1.933 0.423 -0.612
H 1.564 2.115 -0.373
H -1.753 0.192 2.088
H -0.238 0.412 3.107
H -0.873 -1.279 2.853
H 1.165 -1.309 -0.299
H 1.218 -2.025 1.378
H -0.296 -2.214 0.186
H -1.664 -1.110 -1.735
H -0.533 -0.248 -2.280
O -1.141 -1.004 -2.565
```

The LUMO energy is 0.7 eV. The SMILES is CN(C)C(=O)CN.O. The charge is 0. The calculation puts the gap between HOMO and LUMO at 10.116 eV.


Run iii
This record from the OMol25 dataset describes C4H12N2O2 in the gas phase. The level of theory is wB97M-V/def2-TZVPD.

XYZ file:
```
20
C4H12N2O2 | the OMol25 dataset | wB97M-V/def2-TZVPD
C 0.770 0.287 0.869
C -0.664 0.379 0.036
C 1.948 0.958 0.173
C -1.562 -0.551 -2.053
N -0.445 -0.036 -1.291
N 1.055 -1.114 1.079
O 0.575 0.984 2.093
O -1.609 -0.277 0.857
H -0.263 0.682 2.469
H -2.391 -0.503 0.342
H -0.923 1.447 0.020
H 0.231 -0.806 -0.994
H 0.274 -1.562 1.548
H 1.880 -1.227 1.659
H 1.725 2.009 0.011
H 2.125 0.479 -0.785
H 2.839 0.862 0.790
H -2.316 0.235 -2.156
H -2.040 -1.443 -1.618
H -1.209 -0.803 -3.051
```

The LUMO energy is 0.7 eV. The SMILES is CN[C@@H](O)[C@](C)(N)O. The charge is 0. The calculation puts the gap between HOMO and LUMO at 10.152 eV.


Energy above the most stable structure, in kcal/mol: run i 42.9; run ii 13.1; run iii 0.0